122
Properties=species:S:1:pos:R:3:mulliken_charge:R:1 method="wB97M-V/def2-TZVPD" total_energy_ha=-5218.9285 mol_weight_g_mol=1165.71 gap_ev=8.2 e_lumo_ev=-0.9953
C -4.412 4.353 4.772 -0.8963
C -4.155 2.718 4.967 -0.1921
C -2.614 2.248 4.708 -0.3168
C -2.282 1.232 3.502 0.2827
O -2.854 -0.118 3.563 -0.1056
C -3.434 -0.504 4.834 -0.4645
C -0.639 0.893 3.466 -0.4489
Cl -0.296 -0.961 3.645 -0.1535
C 0.255 1.606 4.622 0.3164
C 0.296 0.767 6.069 -0.8529
Cl 2.042 1.463 4.000 -0.1904
C -2.640 1.795 1.962 0.1562
C -4.201 2.104 1.660 -1.3108
C -5.234 0.797 1.740 -0.0043
C -6.539 0.948 0.733 -0.6586
I -8.344 0.233 1.833 -0.0081
C -1.783 3.168 1.672 0.5749
C -2.646 4.496 1.276 -0.1949
O -3.097 4.686 0.004 -0.5532
O -2.964 5.632 2.205 -0.1482
C -1.906 6.661 2.111 0.5354
C -1.066 7.067 0.762 -0.6696
O -1.646 7.356 3.247 -0.5500
O -2.276 0.636 1.121 -0.1937
C -2.263 0.884 -0.303 -0.5674
C -3.289 -0.202 -1.056 -0.2509
C -3.212 -1.714 -0.433 -0.4017
S -4.473 -2.810 -1.360 -0.1560
C -5.783 -1.760 -2.190 0.3053
N -7.298 -1.706 -2.027 -0.2090
N -7.935 -0.727 -2.824 -0.2845
C -6.885 0.003 -3.629 0.0898
O -5.640 -0.665 -3.205 -0.2320
C -0.689 0.648 -0.817 -0.0758
C -0.495 0.846 -2.432 -1.1763
C 0.157 -0.515 -3.145 0.7645
F -0.058 -0.312 -4.627 -0.3256
F -0.739 -1.642 -2.699 -0.2664
C 1.736 -0.756 -2.772 0.4995
F 2.446 0.556 -2.992 -0.3252
F 1.942 -1.052 -1.304 -0.3150
C 2.439 -2.006 -3.605 0.6337
F 1.439 -2.984 -4.147 -0.2930
F 3.234 -2.792 -2.589 -0.2772
C 3.355 -1.529 -4.879 0.6660
F 2.668 -0.487 -5.731 -0.2851
F 4.615 -0.860 -4.390 -0.2370
C 3.796 -2.727 -5.907 0.4137
F 4.808 -2.120 -6.851 -0.2685
F 2.677 -3.192 -6.807 -0.2415
C 4.545 -4.007 -5.207 0.6637
F 3.590 -4.977 -4.559 -0.2047
F 5.276 -4.827 -6.243 -0.2588
F 5.588 -3.629 -4.203 -0.2069
H -4.858 4.612 3.703 0.1717
H -3.456 4.968 5.049 0.2288
H -5.263 4.647 5.545 0.3682
H -4.455 2.507 6.103 0.3892
H -4.968 2.111 4.337 -0.0469
H -2.253 1.822 5.764 0.2785
H -1.996 3.265 4.595 0.1545
H -2.749 -0.319 5.788 0.0300
H -4.520 -0.050 5.000 0.2060
H -3.600 -1.686 4.807 0.2828
H -0.125 1.147 2.449 0.0853
H 0.110 2.757 4.763 0.2947
H -0.667 0.129 6.253 0.1492
H 1.299 0.136 6.134 0.3567
H 0.390 1.614 6.901 0.2699
H -4.354 2.465 0.530 0.7825
H -4.713 2.944 2.293 -0.0085
H -5.697 0.708 2.837 0.5519
H -4.702 -0.227 1.537 -0.2827
H -6.434 0.178 -0.174 0.1690
H -6.699 2.037 0.335 0.4116
H -0.961 3.048 0.813 0.1096
H -1.129 3.492 2.620 0.1432
H -0.678 6.138 0.165 0.2036
H -0.165 7.787 0.983 0.3023
H -1.796 7.658 0.025 0.2715
H -2.616 1.935 -0.671 0.1843
H -4.375 0.266 -0.892 -0.0137
H -3.067 -0.255 -2.227 0.5667
H -2.154 -2.217 -0.622 0.3575
H -3.438 -1.799 0.712 0.2864
H -7.006 0.912 -4.393 0.3198
H 0.011 1.415 -0.262 0.1882
H -0.379 -0.431 -0.420 0.2375
H -1.501 1.070 -2.988 0.4620
H 0.224 1.776 -2.639 0.4090
C 3.381 -8.603 -3.082 -0.6877
O 2.959 -8.679 -1.724 -0.3873
C 4.005 -9.128 -0.857 -0.4843
C 4.604 -7.965 -0.062 -0.4806
O 5.327 -7.071 -0.916 -0.3961
C 4.595 -5.883 -1.193 -0.6634
H 2.600 -8.097 -3.656 0.2267
H 4.309 -8.036 -3.184 0.3052
H 3.514 -9.611 -3.486 0.3343
H 4.781 -9.661 -1.421 0.3112
H 3.553 -9.837 -0.155 0.3781
H 5.324 -8.365 0.658 0.3909
H 3.828 -7.430 0.498 0.3047
H 4.552 -5.257 -0.297 0.3628
H 3.582 -6.102 -1.543 0.3373
H 5.121 -5.332 -1.978 0.1347
C 5.781 2.657 0.861 -0.8084
O 4.699 3.100 0.049 -0.2364
C 5.074 4.181 -0.810 -0.5409
C 5.277 3.702 -2.250 -0.2782
O 6.430 2.859 -2.358 -0.3960
C 6.083 1.482 -2.451 -0.6971
H 5.479 1.732 1.359 0.2451
H 6.675 2.454 0.266 0.3286
H 6.003 3.408 1.624 0.3165
H 5.972 4.689 -0.434 0.3295
H 4.249 4.901 -0.793 0.3607
H 5.461 4.572 -2.888 0.3891
H 4.382 3.192 -2.625 0.0812
H 5.636 1.278 -3.429 0.3243
H 5.392 1.183 -1.657 0.2937
H 6.998 0.891 -2.357 0.3003